Record 1
Below is C47H63IO4Si2 as an isolated structure, with properties calculated with ωB97M-V/def2-TZVPD.

Results
- spin multiplicity = 1
- E_tot (eV) = -81811.8445
- HOMO-LUMO gap (eV) = 9.4
- charge = 0

Geometry as XYZ:
```
117
C47H63IO4Si2, DFT ωB97M-V/def2-TZVPD
C 7.042 -0.639 2.768
C 7.410 0.606 1.943
C 6.227 1.558 1.813
O 6.673 2.909 1.664
Si 5.930 3.923 0.617
C 7.143 5.136 -0.082
O 4.714 4.761 1.354
Si 3.103 4.441 1.151
I 2.041 6.344 2.300
C 2.596 4.502 -0.656
C 1.810 3.318 -1.236
C 2.545 1.975 -1.244
C 3.242 1.698 -2.557
O 3.767 0.371 -2.517
C 2.771 2.866 2.109
C 1.349 2.310 2.102
C 1.000 1.642 3.421
O 0.430 3.378 1.836
H 5.975 -0.672 2.984
H 7.276 -1.555 2.232
H 7.566 -0.642 3.719
H 7.709 0.289 0.947
H 8.218 1.164 2.406
H 5.604 1.497 2.707
H 5.618 1.263 0.954
H 5.332 3.105 -0.465
H 7.018 5.165 -1.164
H 8.172 4.874 0.144
H 6.917 6.132 0.293
H 1.976 5.394 -0.751
H 3.465 4.686 -1.289
H 1.580 3.572 -2.274
H 0.845 3.224 -0.748
H 3.288 1.908 -0.452
H 1.843 1.158 -1.072
H 4.048 2.416 -2.718
H 2.522 1.774 -3.374
H 4.621 0.359 -2.939
H 3.452 2.074 1.799
H 3.053 3.110 3.138
H 1.262 1.561 1.313
H 0.956 2.408 4.194
H 1.778 0.934 3.700
H 0.043 1.129 3.368
H -0.234 3.053 1.232
C -3.899 4.288 1.034
C -2.867 3.499 1.522
C -2.806 2.153 1.188
C -3.770 1.595 0.360
C -4.803 2.383 -0.125
C -4.868 3.728 0.214
H -3.946 5.338 1.292
H -2.108 3.929 2.164
H -2.008 1.532 1.580
H -3.718 0.544 0.104
H -5.559 1.950 -0.768
H -5.678 4.341 -0.162
C -3.734 -3.559 -1.141
C -3.212 -2.294 -1.374
C -1.959 -1.961 -0.881
C -1.226 -2.892 -0.159
C -1.748 -4.156 0.072
C -3.002 -4.490 -0.418
H -4.714 -3.820 -1.521
H -3.782 -1.569 -1.940
H -1.552 -0.973 -1.060
H -0.246 -2.631 0.222
H -1.175 -4.884 0.634
H -3.410 -5.476 -0.236
C 1.517 -6.560 -0.313
C 2.559 -7.330 0.185
C 2.641 -8.677 -0.138
C 1.685 -9.253 -0.962
C 0.644 -8.482 -1.461
C 0.559 -7.136 -1.135
H 1.452 -5.509 -0.063
H 3.306 -6.879 0.825
H 3.452 -9.278 0.253
H 1.751 -10.303 -1.215
H -0.101 -8.931 -2.105
H -0.254 -6.534 -1.522
C -7.677 7.108 -3.094
C -6.645 6.320 -2.604
C -6.583 4.974 -2.934
C -7.550 4.416 -3.759
C -8.580 5.204 -4.251
C -8.644 6.550 -3.917
H -7.726 8.157 -2.836
H -5.888 6.755 -1.964
H -5.778 4.359 -2.552
H -7.500 3.366 -4.018
H -9.334 4.770 -4.894
H -9.449 7.164 -4.299
C 5.046 -1.761 7.392
C 4.886 -0.764 6.441
C 3.829 -0.824 5.544
C 2.930 -1.879 5.600
C 3.089 -2.876 6.552
C 4.148 -2.817 7.446
H 5.871 -1.715 8.091
H 5.584 0.063 6.398
H 3.707 -0.046 4.801
H 2.103 -1.923 4.902
H 2.387 -3.698 6.597
H 4.273 -3.596 8.188
C -7.638 -5.557 -5.952
C -6.648 -6.335 -5.369
C -5.644 -5.735 -4.622
C -5.633 -4.358 -4.455
C -6.624 -3.580 -5.037
C -7.626 -4.180 -5.787
H -8.420 -6.025 -6.536
H -6.658 -7.410 -5.498
H -4.869 -6.341 -4.170
H -4.848 -3.891 -3.875
H -6.615 -2.506 -4.906
H -8.397 -3.573 -6.243
```

=====

Record 2
Below is C29H66GaN4OSSi2 as an isolated structure, with properties calculated with ωB97M-V/def2-TZVPD.

Results
- energy relative to the best compared isomer or geometry (same formula, charge and spin) (kJ/mol) = 183.5
- spin multiplicity = 1
- E_tot (eV) = -118112.3276
- HOMO-LUMO gap (eV) = 8.2
- charge = +1

Geometry as XYZ:
```
104
C29H66GaN4OSSi2, DFT ωB97M-V/def2-TZVPD
Ga -0.260 0.060 -0.468
C 4.026 3.108 -3.442
C 4.097 1.623 -3.564
C 2.955 0.803 -2.998
S 2.552 1.171 -1.259
O 1.703 -0.062 -0.794
C 4.091 1.049 -0.372
C 4.545 -0.360 -0.124
C 5.225 -1.028 -1.347
H 4.769 3.623 -3.996
H 4.061 3.401 -2.346
H 3.051 3.545 -3.756
H 5.069 1.361 -3.084
H 4.203 1.326 -4.649
H 3.233 -0.279 -3.150
H 2.002 1.066 -3.483
H 3.875 1.533 0.564
H 4.788 1.676 -0.906
H 3.791 -1.008 0.315
H 5.327 -0.209 0.680
H 4.595 -1.324 -2.147
H 5.705 -1.962 -0.975
H 5.966 -0.347 -1.752
C -1.852 -1.576 -2.875
Si -1.176 -2.105 -1.167
C 0.381 -3.333 -1.311
C -0.067 -4.680 -1.736
C 1.281 -2.851 -2.486
C 1.184 -3.265 -0.030
C -2.583 -2.930 -0.130
C -2.160 -3.600 1.139
C -3.607 -1.873 0.213
C -3.238 -3.926 -1.062
H -1.976 -2.450 -3.501
H -1.332 -0.765 -3.442
H -2.888 -1.271 -2.738
H -0.560 -4.554 -2.699
H -0.797 -5.108 -1.078
H 0.767 -5.393 -1.821
H 0.705 -2.697 -3.418
H 2.008 -3.637 -2.685
H 1.796 -1.939 -2.260
H 0.576 -3.653 0.813
H 1.581 -2.250 0.185
H 2.053 -3.949 -0.205
H -1.446 -3.029 1.738
H -1.634 -4.540 0.999
H -3.077 -3.763 1.790
H -3.154 -1.055 0.735
H -4.405 -2.264 0.803
H -4.039 -1.339 -0.643
H -2.579 -4.749 -1.340
H -3.664 -3.435 -1.912
H -4.100 -4.336 -0.510
C -1.774 -2.492 4.560
C -0.851 -1.860 5.565
C 0.473 -2.641 5.692
C -0.610 -0.424 5.064
N 0.051 -0.231 3.743
C 1.334 0.077 3.454
N 1.475 0.252 2.165
N 0.248 0.088 1.664
N -0.597 -0.212 2.583
H -1.990 -3.529 4.879
H -1.389 -2.518 3.622
H -2.758 -1.900 4.581
H -1.327 -1.659 6.529
H 1.056 -2.554 4.805
H 0.181 -3.692 5.853
H 1.121 -2.201 6.427
H 0.011 0.114 5.813
H -1.517 0.180 5.008
H 2.116 0.302 4.184
C -1.129 2.788 -2.782
Si -1.072 2.430 -0.897
C -2.888 2.537 -0.296
C -3.074 2.169 1.171
C -3.583 3.906 -0.565
C -3.654 1.470 -1.161
C 0.040 3.803 -0.026
C 0.499 3.276 1.325
C 1.095 4.293 -0.991
C -0.733 5.121 0.270
H -1.798 3.540 -2.991
H -1.324 1.969 -3.497
H -0.130 3.137 -3.116
H -2.577 2.953 1.793
H -2.553 1.247 1.482
H -4.123 2.225 1.366
H -3.172 4.764 0.019
H -4.603 3.748 -0.311
H -3.494 4.109 -1.655
H -3.090 0.555 -1.339
H -3.900 1.879 -2.098
H -4.629 1.230 -0.677
H 1.219 2.490 1.237
H -0.324 2.880 1.881
H 0.858 4.137 1.985
H 1.671 3.422 -1.403
H 1.798 4.976 -0.493
H 0.671 4.908 -1.797
H -1.529 5.057 1.032
H -1.113 5.535 -0.653
H 0.020 5.895 0.684
```

=====

| no. | HOMO level (eV) |
| --- | --- |
| 1 | -9.12 |
| 2 | -10.21 |